# 1
Molecular formula: C42H48ClFN3O4PtSb
Method: DFT, ωB97M-V/def2-TZVPD

Properties
E_tot	-82007.022	eV
multiplicity	1
total charge	+2

Last column: Mulliken charge in e.
Element x y z (Å)
Pt: -1.4160 -1.7026 -0.7242  1.544
Sb: 2.0998 0.8424 -1.6641  1.097
Cl: -7.8269 1.5620 -0.6492  -0.194
F: -2.2668 -1.9182 6.8016  -0.335
O: 0.9011 1.4848 -0.1628  -1.055
O: -1.3054 -1.4946 1.9466  -0.930
O: 0.4418 -0.6472 -0.1922  -0.859
O: -2.1422 0.1379 -0.7798  -0.610
N: -3.0442 -2.5249 -1.4236  0.153
N: -0.3032 2.1126 3.6070  0.286
N: -0.7960 -3.6342 -0.6843  0.062
C: -2.3640 -6.6116 -2.2099  -0.880
C: -3.7543 -4.6523 -2.5176  -0.647
C: -5.1666 2.0437 -0.4376  -0.720
C: 0.2543 -4.1563 -0.0909  0.129
C: -3.4362 0.3766 -0.7587  0.169
C: -0.2531 -6.3515 -0.8920  -0.582
C: 4.7494 -0.5279 -1.9409  -1.518
C: 4.2014 2.9300 -2.5992  -1.429
C: -0.7925 2.6802 6.4008  -1.036
C: -4.4454 -0.5753 -1.0481  0.572
C: -3.8413 1.6922 -0.4653  -0.680
C: -1.6457 -1.1779 4.6744  -0.714
C: -3.4853 -6.0250 -2.7247  -0.955
C: -0.2501 0.6210 1.7189  -0.646
C: -0.0251 1.8427 2.3502  -0.308
C: 3.4295 3.1595 -0.2227  -1.745
C: -1.5477 0.2964 6.5799  -0.727
C: -6.1625 1.0957 -0.7099  -0.146
C: -1.1453 -0.1513 3.8766  0.606
C: 0.3036 0.4565 0.4156  0.896
C: -2.8738 -3.8885 -1.8049  0.456
C: -1.0744 1.3337 5.8001  0.709
C: 3.0019 2.8635 -1.6608  1.623
C: -0.0426 3.4854 4.1592  0.591
C: 2.8655 -2.0908 -1.3207  -1.899
C: -0.3032 1.2708 -3.4448  -1.628
C: 1.0461 0.5713 -3.5599  2.023
C: 1.8810 3.8123 -2.0860  -1.627
C: 3.7710 -0.5283 0.4105  -1.510
C: 3.5128 -0.7318 -1.0825  1.839
C: 0.8688 -0.9249 -3.8113  -1.738
C: -1.4248 -5.8317 -1.4901  0.625
C: 1.0460 4.2170 3.3886  -1.693
C: -1.8216 -0.9393 6.0126  -0.022
C: -0.9260 -0.4431 2.4438  1.548
C: 0.3135 3.3772 5.6323  -1.004
C: -0.8479 1.0958 4.4368  -0.796
C: -5.8055 -0.1842 -1.0236  -1.194
C: -1.6735 -4.4634 -1.3358  0.279
C: -4.1976 -1.9384 -1.3985  0.387
C: 0.5629 -5.5251 -0.1720  -1.372
C: 1.9160 1.1840 -4.6524  -1.738
H: 0.7339 4.5393 2.3949  0.420
H: 0.8717 -3.4703 0.4731  0.938
H: 0.4192 2.6429 1.7812  0.520
H: 1.8683 -2.1428 -0.8969  0.121
H: -0.2095 2.3293 -3.2034  0.228
H: 0.3630 -1.4314 -2.9853  0.275
H: 5.4246 -1.3643 -1.7351  0.526
H: 4.2291 2.4998 0.1142  0.272
H: 4.5340 -0.5442 -3.0117  0.293
H: 0.9587 3.6484 -1.5277  0.203
H: 2.6003 3.0987 0.4791  0.267
H: -1.7084 0.4379 7.6411  0.546
H: 5.2842 0.3858 -1.6979  0.308
H: -6.5717 -0.9117 -1.2605  0.466
H: 3.8187 4.1817 -0.1848  0.577
H: 3.4838 -2.8447 -0.8225  0.651
H: -5.4568 3.0615 -0.2122  0.451
H: 1.8174 -1.4206 -4.0181  0.274
H: 3.9638 2.6568 -3.6248  0.298
H: 1.3056 5.1164 3.9446  0.504
H: 2.8187 -2.3537 -2.3748  0.329
H: -0.9473 0.8057 -2.7018  0.209
H: -1.8773 -2.1370 4.2338  0.576
H: -0.9819 4.0377 4.0665  0.122
H: -4.1930 -6.6148 -3.2906  0.418
H: 2.8527 -0.6080 0.9973  0.221
H: 5.0342 2.3237 -2.2549  0.318
H: -5.0669 -2.5426 -1.6436  0.357
H: -4.6500 -4.2203 -2.9437  0.449
H: 2.0194 2.2619 -4.5647  0.293
H: 1.9467 3.6048 3.3034  0.326
H: 0.2408 -1.0414 -4.6995  0.607
H: 1.4427 -5.8991 0.3310  0.447
H: -0.5294 2.5663 7.4516  0.483
H: -1.7010 3.2892 6.3651  0.341
H: 1.2565 2.8322 5.7375  0.369
H: 1.6647 3.7626 -3.1506  0.271
H: 2.2049 4.8362 -1.8724  0.565
H: 4.4476 -1.3155 0.7562  0.549
H: -3.0683 2.4239 -0.2696  0.472
H: -2.1836 -7.6705 -2.3402  0.436
H: 1.4245 0.9806 -5.6079  0.560
H: 0.4679 4.3835 6.0195  0.390
H: 4.5548 3.9663 -2.6193  0.494
H: 4.2461 0.4275 0.6266  0.237
H: 2.9119 0.7380 -4.7026  0.308
H: -0.0226 -7.4043 -0.9980  0.468
H: -0.8025 1.1933 -4.4156  0.591

---

# 2
Molecular formula: C42H48N4O24S
Method: DFT, ωB97M-V/def2-TZVPD

Properties
SMILES	O=[N+]([O-])c1ccccc1.O=[N+]([O-])c1ccccc1.O=[N+]([O-])c1ccccc1.O=[N+]([O-])c1ccccc1.C[C@H]1COC(=O)O1.C[C@H]1COC(=O)O1.C[C@H]1COC(=O)O1.C[C@H]1COC(=O)O1.O=S1(=O)OCCO1
E_tot	-110256.715	eV
multiplicity	1

Last column: Mulliken charge in e.
Element x y z (Å)
S: -0.8029 -21.3014 9.5303  0.534
O: -0.9847 -27.6242 13.2200  -0.616
O: 0.1059 -19.9769 6.0770  -0.638
O: -2.0652 -15.9030 9.9627  -0.555
O: -0.6924 -22.4762 8.7182  -0.437
O: -0.3415 -17.2682 9.7987  -0.477
O: -4.7530 -16.7529 8.4043  -0.431
O: -2.1753 -28.4679 11.6571  -0.635
O: 0.9160 -26.4364 10.5919  -0.339
O: 1.7932 -24.8430 11.9053  -0.580
O: 5.6366 -26.2965 18.0706  -0.583
O: 0.6799 -24.3163 10.0387  1.051
O: -5.5295 -15.6366 10.1713  -0.576
O: -4.4940 -23.4994 7.5229  -0.493
O: -2.0225 -20.5715 9.5352  0.016
O: -4.0512 -21.2911 7.3123  -0.125
O: 4.2036 -27.1427 16.7172  -0.585
O: 4.3009 -22.9332 9.3780  -0.097
O: 5.9400 -21.8736 8.2910  -0.357
O: -4.9587 -17.7840 10.3692  -0.403
O: 4.9196 -20.9936 10.1909  -0.564
O: 0.5375 -20.4037 9.2384  -0.153
O: 1.8081 -21.3236 6.0188  -0.678
O: -5.6943 -22.0637 8.8151  -0.559
O: -0.3831 -21.6250 11.0769  -0.334
N: 4.9905 -26.2565 17.0440  0.959
N: -1.8016 -27.5113 12.3246  1.219
N: 1.2764 -20.2565 6.3081  1.175
N: -1.3653 -16.8361 10.3336  0.890
C: -0.9873 -18.4765 12.0745  -0.057
C: -3.0834 -23.6072 11.3348  -0.744
C: 1.5203 -18.2228 7.5549  0.202
C: 1.1368 -21.5580 11.2370  -0.364
C: -3.0589 -24.2006 5.6011  -1.793
C: -2.7933 -18.0560 7.5364  -0.442
C: 6.4814 -23.1659 15.6465  -0.498
C: 4.2993 -18.5500 7.5438  -0.429
C: 5.0531 -21.8405 9.3369  0.652
C: -4.2346 -18.1025 8.1706  0.266
C: -2.4708 -18.6383 13.9046  -0.619
C: 1.6855 -21.1890 9.8768  -0.124
C: 0.5333 -26.4774 9.1600  0.805
C: 3.4806 -19.4764 6.9441  -0.686
C: 5.5792 -22.9754 7.4597  -0.447
C: -3.6408 -24.7025 10.6703  -0.537
C: -3.1860 -23.3626 6.8579  1.947
C: -1.3846 -19.1077 13.2456  -0.555
C: -1.7016 -25.0739 12.6625  -0.478
C: -4.2960 -18.7615 9.5659  1.207
C: -3.1847 -17.4953 13.4721  -0.746
C: -1.7298 -17.4145 11.6255  -0.038
C: 5.1843 -25.0760 16.2262  0.137
C: 5.5010 -22.8485 14.6685  -0.583
C: 4.6725 -23.9102 8.3008  0.274
C: 2.3230 -17.3135 8.2289  -0.508
C: 2.1272 -19.2445 6.9474  -0.073
C: -0.0738 -25.1640 8.9880  -0.185
C: 6.3016 -24.3105 16.4494  -0.465
C: -3.1618 -21.9104 6.3758  -0.147
C: 4.2854 -24.8399 15.1989  -0.546
C: -2.2756 -26.1277 11.9905  -0.105
C: -0.3570 -27.6827 8.8923  -1.462
C: -4.8447 -22.2419 7.9778  0.617
C: -3.2317 -25.9765 11.0257  -0.449
C: 3.3820 -24.3541 7.5655  -0.488
C: -2.7762 -16.8621 12.3117  -0.371
C: 4.4065 -23.6941 14.4965  -0.261
C: 3.7160 -17.4087 8.1788  -0.720
C: 1.2050 -25.1718 10.9655  -0.278
C: -2.1595 -23.8169 12.3491  -0.469
C: -5.0455 -16.6150 9.7097  0.617
H: 1.5419 -22.5359 11.5922  -0.459
H: -4.4460 -24.5525 9.9555  0.536
H: 2.5067 -20.5207 9.9124  0.788
H: 1.8671 -16.4758 8.7678  0.431
H: 5.6146 -21.9578 14.0936  0.461
H: -2.0592 -23.9814 5.1489  0.362
H: 0.4340 -18.1812 7.6286  0.447
H: -0.1490 -18.7474 11.4766  0.455
H: -3.8776 -23.9751 4.9371  0.458
H: 3.4073 -25.4223 15.0959  0.546
H: 4.9304 -22.5730 6.6726  0.239
H: 3.5951 -25.1894 6.8630  0.537
H: -4.0158 -17.1433 14.0799  0.421
H: 6.5213 -23.4105 7.0815  0.312
H: 7.0261 -24.6772 17.1430  0.450
H: -0.7773 -19.9263 13.6167  0.452
H: 3.7300 -20.3593 6.3658  0.581
H: -2.0744 -17.7456 8.2807  -0.272
H: -2.7797 -17.4656 6.6226  0.620
H: -1.3244 -27.6401 9.4651  0.213
H: 5.3788 -18.7136 7.5226  0.377
H: -3.2977 -18.9285 9.9204  -0.658
H: 3.5911 -23.4671 13.8500  0.528
H: 1.3025 -20.8206 11.9870  0.657
H: -0.6819 -27.6896 7.8449  0.372
H: 5.1911 -24.8010 8.7129  0.267
H: -2.4220 -23.5868 7.5659  -0.782
H: 1.8628 -22.0953 9.2517  -0.182
H: -0.9241 -25.2441 13.3785  0.602
H: 1.4237 -26.6661 8.5856  0.216
H: -1.8045 -22.9529 12.9321  0.313
H: 2.6810 -24.7470 8.2696  -0.446
H: -3.0853 -25.2620 5.8354  0.409
H: -2.4621 -19.0810 7.2877  -0.126
H: 4.2743 -16.6038 8.6205  0.445
H: 2.9266 -23.5407 7.0155  0.161
H: -4.8170 -18.6010 7.4037  0.248
H: -1.1533 -25.1170 9.2462  -0.469
H: -4.8738 -19.7290 9.4451  -0.036
H: -2.8392 -19.1462 14.7587  0.467
H: -3.4769 -21.8707 5.3014  0.326
H: 7.3236 -22.5609 15.8406  0.432
H: -2.1828 -21.4092 6.5521  -0.076
H: -3.3778 -22.5949 11.0576  0.786
H: 0.1723 -28.6154 9.1202  0.379
H: 0.2532 -24.6246 8.1054  0.464
H: -3.6417 -26.8834 10.6171  0.512
H: -3.3349 -16.0314 11.8924  0.550

---

Number 1: gap between HOMO and LUMO 6.9 eV, lowest unoccupied orbital energy -0.196 Ha, F_max 1.040 eV Å⁻¹. Number 2: gap between HOMO and LUMO 9.2 eV, lowest unoccupied orbital energy -0.033 Ha, F_max 4.677 eV Å⁻¹.